1.
{
  "formula": "C16H36IInO26PS7",
  "method": "the ωB97M-V functional and the def2-TZVPD basis",
  "energy_ha": -6204.0258,
  "charge": -1,
  "homo_ev": -5.2,
  "e_lumo_ha": 0.06314,
  "spin_multiplicity": 1,
  "fmax_ev_per_a": 0.850,
  "elements": ["C", "C", "C", "C", "In", "I", "P", "O", "O", "S", "H", "H", "H", "H", "H", "H", "H", "H", "H", "H", "H", "H", "C", "C", "O", "S", "O", "O", "O", "H", "H", "H", "H", "C", "C", "O", "S", "O", "O", "O", "H", "H", "H", "H", "C", "C", "O", "S", "O", "O", "O", "H", "H", "H", "H", "C", "C", "O", "S", "O", "O", "O", "H", "H", "H", "H", "C", "C", "O", "S", "O", "O", "O", "H", "H", "H", "H", "C", "C", "O", "S", "O", "O", "O", "H", "H", "H", "H"],
  "coordinates": [[1.80044, -1.48710, 1.32153], [2.38279, -0.39903, 0.42704], [2.36206, 1.03706, 0.98874], [1.43022, 1.31485, 2.16902], [-0.61015, 1.89430, 1.54150], [-1.89927, 2.91973, 3.86204], [-2.04846, -0.04770, 0.76654], [-3.63775, 0.32770, 0.65220], [-2.03824, -1.22760, 1.92866], [-1.40169, -0.78077, -0.91038], [0.71929, -1.49030, 1.31174], [2.17256, -1.34997, 2.32984], [2.17123, -2.45207, 1.00318], [1.90845, -0.46519, -0.54530], [3.42102, -0.67163, 0.25986], [2.04836, 1.69502, 0.18108], [3.37406, 1.35438, 1.22067], [1.78197, 2.21337, 2.66238], [1.43292, 0.54176, 2.92445], [-0.58739, 3.22566, 0.37238], [-4.01668, 0.33802, 1.55117], [-1.83013, -0.79597, 2.78093], [1.63844, 6.97420, -0.03180], [1.63450, 5.55691, -0.56118], [2.79719, 4.96063, 0.04265], [3.01647, 5.56880, 1.50055], [2.44027, 4.69141, 2.44502], [4.36114, 6.01937, 1.60065], [2.05541, 6.84194, 1.33747], [2.36292, 7.60034, -0.55789], [0.65679, 7.43624, -0.07015], [1.71551, 5.50144, -1.63815], [0.74651, 5.01053, -0.23496], [-4.32868, -3.60559, 2.77214], [-4.21027, -4.48529, 1.54953], [-5.29043, -5.43158, 1.69733], [-6.52513, -4.72499, 2.41826], [-7.46238, -4.29801, 1.43767], [-6.93610, -5.53725, 3.50419], [-5.75017, -3.44122, 2.95531], [-3.91966, -4.08837, 3.66122], [-3.85578, -2.63861, 2.62473], [-3.26440, -5.01404, 1.50028], [-4.36102, -3.91711, 0.63098], [-10.61138, -4.12406, -1.22146], [-10.31118, -4.27180, 0.25368], [-11.57970, -4.02083, 0.88936], [-12.76457, -4.55291, -0.03855], [-13.16505, -5.84514, 0.38758], [-13.71069, -3.50989, -0.20085], [-11.91148, -4.71530, -1.38374], [-10.66614, -3.07534, -1.51809], [-9.89404, -4.64542, -1.84771], [-9.57375, -3.56305, 0.60844], [-9.98982, -5.28358, 0.50094], [2.23647, 2.73772, -5.06590], [3.21537, 3.75234, -4.51363], [2.62135, 5.02149, -4.84156], [1.02590, 4.89778, -4.77449], [0.58329, 5.34175, -3.50199], [0.48126, 5.41796, -5.97323], [0.94864, 3.30347, -4.78729], [2.34158, 2.62317, -6.14635], [2.31759, 1.76935, -4.58157], [4.19760, 3.68319, -4.97024], [3.30635, 3.67530, -3.42854], [2.99428, -6.94368, 0.22299], [3.50696, -6.97401, -1.20153], [2.70186, -6.00773, -1.88174], [2.33746, -4.80039, -0.88109], [3.25521, -3.74152, -1.07704], [0.93795, -4.61024, -0.92016], [2.73464, -5.56175, 0.47781], [2.06066, -7.50108, 0.32385], [3.72231, -7.31309, 0.93972], [3.38345, -7.94499, -1.67228], [4.55305, -6.66518, -1.25896], [9.43285, 4.87737, 0.64027], [8.05666, 5.50913, 0.64872], [7.22712, 4.55694, -0.02428], [7.74408, 3.07273, 0.28749], [6.99520, 2.51930, 1.35121], [7.90991, 2.39343, -0.94559], [9.18710, 3.48565, 0.86255], [9.92137, 4.99520, -0.32954], [10.07746, 5.26348, 1.42462], [8.02843, 6.45771, 0.12130], [7.67768, 5.64222, 1.66365]],
  "mulliken_charge": [-0.567, -0.286, -0.110, -0.986, 0.828, -0.554, 0.150, -0.497, -0.549, -0.457, 0.062, 0.347, -0.095, 0.303, 0.305, 0.007, 0.200, 0.355, 0.353, -0.467, 0.318, 0.319, -0.429, 0.434, -0.163, 1.027, -0.485, -0.533, -0.345, 0.306, 0.339, -0.064, -0.071, -0.004, -0.292, -0.345, 1.068, -0.455, -0.584, -0.334, 0.276, 0.061, 0.318, 0.303, -0.282, -0.243, -0.298, 1.107, -0.549, -0.540, -0.320, 0.310, 0.290, 0.312, 0.229, -0.320, -0.173, -0.312, 1.076, -0.521, -0.557, -0.294, 0.274, 0.340, 0.317, 0.138, -0.321, -0.353, -0.310, 1.127, -0.510, -0.500, -0.282, 0.277, 0.291, 0.311, 0.277, -0.305, -0.344, -0.232, 1.115, -0.512, -0.553, -0.319, 0.279, 0.289, 0.328, 0.258]
}

2.
{
  "formula": "C16H36MgN5O8",
  "method": "the ωB97M-V functional and the def2-TZVPD basis",
  "energy_ha": -1706.6567,
  "charge": 1,
  "homo_ev": -10.7,
  "e_lumo_ha": -0.27817,
  "spin_multiplicity": 1,
  "fmax_ev_per_a": 6.347,
  "elements": ["Mg", "O", "C", "O", "O", "H", "C", "C", "O", "N", "C", "H", "H", "H", "H", "H", "H", "H", "C", "C", "O", "N", "C", "H", "H", "H", "H", "H", "H", "H", "C", "C", "O", "N", "C", "H", "H", "H", "H", "H", "H", "H", "C", "C", "O", "N", "C", "H", "H", "H", "H", "H", "H", "H", "C", "C", "O", "N", "C", "H", "H", "H", "H", "H", "H", "H"],
  "coordinates": [[0.52639, 0.00219, -0.06491], [4.67201, 1.33577, -4.29399], [4.19959, 0.47805, -3.42680], [3.41814, 0.75638, -2.58875], [4.49986, -0.69608, -3.72240], [5.01063, 0.57094, -4.76514], [-0.77493, -4.95660, -3.53610], [-1.24733, -3.57575, -3.69006], [-1.13407, -2.76540, -2.81395], [-1.79031, -3.37967, -4.86881], [-2.54985, -2.24756, -5.32051], [-0.47487, -5.16321, -2.50878], [0.03737, -5.10404, -4.24781], [-1.57335, -5.66269, -3.76425], [-1.75454, -4.18019, -5.48362], [-3.46985, -2.60880, -5.78008], [-2.06371, -1.67429, -6.10990], [-2.70733, -1.54420, -4.50284], [3.74828, 3.61410, 2.89456], [2.28725, 4.01769, 2.77820], [1.53252, 3.08201, 2.32992], [1.80921, 5.18801, 3.09931], [0.43153, 5.58079, 2.99549], [4.20112, 3.74723, 3.87707], [4.34193, 4.28836, 2.27727], [3.81197, 2.53214, 2.77891], [2.45582, 5.93699, 3.30181], [0.17923, 6.21056, 3.84863], [-0.24625, 4.72856, 3.04448], [0.20856, 6.07800, 2.05148], [3.83058, -4.50677, 3.58318], [3.86176, -3.82468, 2.18171], [3.04067, -3.03342, 1.80542], [4.76114, -4.17749, 1.22781], [5.75444, -5.33372, 1.34503], [3.03290, -4.07022, 4.18420], [4.72851, -4.20037, 4.11976], [3.71481, -5.59027, 3.55608], [4.55033, -3.79432, 0.31740], [5.64624, -5.98346, 2.21348], [6.75843, -4.94639, 1.51838], [5.98422, -5.83794, 0.40638], [-4.28986, 3.69192, -1.81104], [-2.88484, 3.65659, -2.36105], [-2.14056, 2.76230, -1.95251], [-2.49181, 4.47022, -3.35442], [-1.10766, 4.40144, -3.86843], [-4.78748, 2.84257, -2.27910], [-4.75980, 4.64398, -2.05769], [-4.30512, 3.56240, -0.72887], [-3.20389, 5.03659, -3.79290], [-0.90430, 3.55695, -4.52690], [-0.32469, 4.53193, -3.12142], [-1.04266, 5.28197, -4.50760], [-4.77050, -1.75035, 2.14291], [-3.92589, -1.03519, 3.14219], [-2.74428, -0.80986, 2.83705], [-4.42867, -0.36698, 4.22737], [-3.75209, 0.40847, 5.22357], [-4.79058, -2.84003, 2.12602], [-4.54790, -1.28808, 1.18122], [-5.75421, -1.39478, 2.44948], [-5.42960, -0.33746, 4.35919], [-4.22760, 0.09671, 6.15352], [-3.93491, 1.46606, 5.03335], [-2.70033, 0.12269, 5.23898]],
  "mulliken_charge": [1.506, -0.438, 0.742, -0.487, -0.596, 0.345, -1.197, 0.814, -0.687, -0.177, -0.835, 0.297, 0.323, 0.342, 0.220, 0.286, 0.287, 0.314, -1.088, 0.711, -0.702, -0.149, -0.834, 0.349, 0.308, 0.262, 0.230, 0.320, 0.289, 0.293, -1.141, 0.666, -0.655, -0.154, -0.851, 0.279, 0.354, 0.331, 0.237, 0.263, 0.317, 0.332, -0.961, 0.647, -0.671, -0.177, -0.828, 0.252, 0.336, 0.273, 0.233, 0.276, 0.261, 0.340, -0.894, 0.686, -0.674, -0.207, -0.831, 0.268, 0.248, 0.293, 0.225, 0.315, 0.264, 0.301]
}

3.
{
  "formula": "C16H36N2OP",
  "method": "the ωB97M-V functional and the def2-TZVPD basis",
  "e_above_lowest_kj_mol": 312.82,
  "energy_ha": -1157.0116,
  "charge": 1,
  "homo_ev": -12.5,
  "e_lumo_ha": -0.15320,
  "spin_multiplicity": 1,
  "fmax_ev_per_a": 7.034,
  "elements": ["C", "C", "N", "C", "C", "N", "P", "O", "H", "H", "H", "H", "H", "H", "H", "H", "C", "C", "C", "C", "C", "C", "H", "H", "H", "H", "H", "H", "H", "H", "H", "H", "H", "H", "H", "H", "C", "C", "C", "C", "C", "C", "H", "H", "H", "H", "H", "H", "H", "H", "H", "H", "H", "H", "H", "H"],
  "coordinates": [[-0.78250, -0.58305, -4.53856], [0.31470, 0.58312, -4.36598], [1.70283, 0.19096, -4.50918], [2.43028, 1.44431, -4.29368], [1.46970, 2.62788, -4.00037], [0.14766, 1.98407, -4.05766], [-1.43669, 2.78986, -3.76412], [-1.46954, 3.03614, -2.22748], [-0.51054, -1.48895, -3.86407], [-0.76841, -0.98353, -5.62096], [-1.81210, -0.23128, -4.18887], [2.05363, -0.76169, -4.70942], [3.57381, 1.49777, -4.32682], [1.70232, 3.73194, -3.78166], [-1.53348, 4.04546, -4.47601], [-2.52738, 1.98368, -4.22015], [-1.03375, 1.99710, 5.01743], [-0.54356, 1.19902, 3.81747], [-0.23961, 2.06501, 2.59433], [-1.43658, 2.82246, 2.01189], [-2.61952, 1.94777, 1.59537], [-2.27772, 0.96280, 0.48662], [-1.97862, 2.50416, 4.80695], [-1.19899, 1.33192, 5.86915], [-0.29648, 2.74813, 5.31408], [-1.27563, 0.42522, 3.56492], [0.37526, 0.67288, 4.10274], [0.20133, 1.43048, 1.81794], [0.53380, 2.79523, 2.86014], [-1.09105, 3.39367, 1.14187], [-1.78694, 3.56474, 2.73685], [-3.42560, 2.60150, 1.24470], [-3.01939, 1.40583, 2.45693], [-1.91778, 1.48670, -0.40326], [-3.16602, 0.38928, 0.20501], [-1.51086, 0.25016, 0.80327], [0.09148, -2.93652, 2.89168], [1.02617, -3.74974, 2.00772], [2.19323, -2.93136, 1.45030], [1.79727, -1.76812, 0.53277], [0.96450, -2.15330, -0.69112], [1.69393, -3.08817, -1.64639], [-0.38695, -2.12653, 2.33475], [-0.70049, -3.57580, 3.29067], [0.63316, -2.50296, 3.73676], [0.45656, -4.20993, 1.19389], [1.43565, -4.57512, 2.60140], [2.86939, -3.60505, 0.91390], [2.77456, -2.52721, 2.28696], [2.71377, -1.26841, 0.19625], [1.24432, -1.02089, 1.11215], [0.70307, -1.23656, -1.23378], [0.01790, -2.60652, -0.38408], [2.62389, -2.63434, -2.00249], [1.06698, -3.30176, -2.51816], [1.93502, -4.04246, -1.17257]],
  "mulliken_charge": [-0.877, 0.334, -0.029, -0.278, -0.196, 0.148, 0.210, -0.484, 0.160, 0.340, 0.308, 0.285, 0.355, 0.375, 0.176, 0.140, -1.449, -0.032, -0.458, -0.740, -0.530, -0.439, 0.305, 0.414, 0.319, 0.181, 0.327, 0.032, 0.408, 0.347, 0.320, 0.369, 0.306, 0.038, 0.420, -0.105, -0.871, -0.414, -0.889, -0.158, 0.128, -1.359, 0.012, 0.424, 0.280, 0.247, 0.378, 0.302, 0.415, 0.442, -0.317, 0.131, 0.265, 0.286, 0.346, 0.357]
}